[1]
Below is a 2-piece molecular cluster, C4H8O2 overall at a distorted geometry, with properties calculated with ωB97M-V/def2-TZVPD.

The geometry in XYZ format:
```
14
Properties=species:S:1:pos:R:3:forces:R:3:mulliken_charge:R:1
O -2.1052 -2.7767 -0.7119 -0.68 0.78 -0.24 -0.47
O 4.0869 1.6895 0.5614 0.50 -1.38 -0.71 -0.63
C -0.0075 1.3476 0.7260 0.63 -1.33 -0.11 -0.79
C -0.6337 0.5667 -0.1639 -1.78 1.94 0.73 -0.04
C -1.2567 -0.7120 0.1432 0.61 -0.75 -0.59 -0.18
C -1.8192 -1.4376 -0.8254 0.41 -0.10 0.12 -0.15
H 4.4442 0.9535 0.0160 0.06 1.09 -0.08 0.32
H 0.3918 0.8415 1.6012 -0.15 0.42 0.32 0.22
H -1.0507 1.1177 -1.0118 0.31 -0.50 -0.33 0.20
H -2.7584 -2.9440 -1.4066 0.18 -0.40 0.29 0.35
H -1.1667 -1.1385 1.1340 0.25 -0.06 0.04 0.33
H -2.0152 -1.0046 -1.8022 0.14 -0.03 -0.07 0.25
H 3.6418 1.1178 1.1854 -0.57 0.30 0.78 0.31
H 0.2486 2.3792 0.5544 0.11 0.03 -0.15 0.27
```
Positions in Å, forces in eV/Å.

Properties
SMILES string: C=C/C=C/O.O
Kohn-Sham gap, Ha: 0.3321

=====

[2]
Below is C22H32N3O3 as an isolated structure at a distorted geometry, with properties calculated with ωB97M-V/def2-TZVPD.

The geometry in XYZ format:
```
60
Properties=species:S:1:pos:R:3:forces:R:3:mulliken_charge:R:1
O 2.5612 2.5360 -0.9875 0.77 -1.26 0.41 -0.42
O 3.9722 1.8627 1.3060 -1.46 -4.35 -4.00 -0.30
O -0.5939 -1.6298 -0.9074 0.32 -0.30 1.41 -0.70
N -1.8363 0.4628 -0.9850 -6.60 7.99 -4.10 0.21
N -0.2860 0.2699 0.7826 2.63 -2.89 6.93 -0.27
N 0.9660 -3.1066 -0.3260 2.15 8.83 13.10 -0.14
C 3.5092 -3.1234 -0.2720 -1.92 6.22 1.47 -1.15
C 2.9215 1.0989 -0.9216 3.85 10.39 9.12 0.00
C -4.4314 -0.7499 0.1399 -7.13 -5.01 -0.01 -0.23
C -6.2653 1.0514 0.6777 3.73 14.88 0.55 -0.74
C -2.5894 0.7408 0.3287 5.79 2.21 0.02 0.98
C -0.7811 1.5177 -1.4969 -3.80 3.23 1.52 -1.23
C -1.6284 -0.0306 1.2342 -4.37 -1.10 1.37 -0.64
C -3.0340 0.4847 -1.9935 2.85 -3.67 -6.40 -0.86
C -3.9456 0.4077 0.3871 -2.52 5.65 0.77 -0.02
C 3.3543 -1.4581 -0.6667 9.88 -9.16 13.31 0.40
C -5.8224 -1.1664 0.1882 2.53 6.39 1.60 -1.34
C 3.3294 3.6354 -0.3563 2.81 -1.14 -5.46 -0.89
C 3.6628 0.7313 0.3223 -2.17 4.61 -1.97 1.10
C 0.1661 -1.8949 0.0297 2.22 -4.62 -5.15 1.12
C 3.7962 -0.5669 0.3215 3.97 -2.82 6.56 -0.75
C -4.9268 1.3950 0.5752 2.59 4.08 0.41 -0.20
C -6.6634 -0.0827 0.5914 -6.44 -14.14 -0.55 0.00
C 2.6046 -1.1017 -1.4735 -10.07 5.91 -15.25 -0.78
C 4.8217 1.3255 2.1840 5.46 -1.47 3.72 -0.80
C 2.4156 0.2967 -1.6945 -3.80 -2.86 -6.74 -0.15
C 2.2044 -3.4048 0.5720 0.55 -5.36 -14.67 -1.30
C 0.4395 -1.0645 1.2747 3.75 10.20 -15.67 -1.86
H -3.6496 -0.4790 -2.0349 0.74 1.81 0.95 0.38
H -1.9928 0.4133 2.2168 1.28 -1.35 -0.32 0.21
H -3.6027 1.3782 -2.3779 0.96 -0.54 1.58 0.32
H -0.3330 1.1936 -2.3950 0.10 -0.54 -1.01 0.44
H 0.9448 -3.7033 -0.9611 -1.62 -5.81 -7.69 0.06
H 2.3104 -4.4432 0.7607 -0.70 -1.43 -0.03 0.55
H 4.4401 0.5092 2.8488 -0.46 0.92 -0.24 0.32
H 4.3214 -1.0222 1.3856 -1.36 0.91 -3.24 0.05
H 4.4675 -3.1092 0.1867 0.58 -0.87 0.72 0.54
H 1.9861 0.8896 -2.5795 0.09 -1.84 0.98 0.51
H -1.4050 2.6405 -1.6787 2.05 -3.49 0.61 0.30
H 1.6207 -0.9105 1.2379 -2.23 0.32 -0.41 0.24
H -7.7462 -0.3248 0.9377 1.75 0.32 -1.14 0.28
H -6.9129 1.9839 0.7296 0.40 -1.55 0.52 0.31
H -4.5085 2.6827 0.7154 -1.57 -4.30 -0.49 0.06
H 2.2690 -1.6278 -2.3670 -0.30 -0.83 0.63 0.40
H -3.8681 -1.5398 0.0840 3.71 -4.26 -0.89 0.65
H 5.2296 2.2153 2.8696 -0.70 -2.13 -1.51 0.26
H 0.4607 -1.6645 1.8915 -1.86 -9.33 13.01 1.12
H -0.0837 1.5194 -0.6776 0.31 0.82 -0.44 0.61
H -6.1547 -2.1142 0.2304 -0.74 -3.19 -0.33 0.50
H 3.3030 3.8363 0.6093 -1.81 0.34 4.53 0.38
H -1.9644 -1.2902 1.1214 1.14 3.95 0.59 0.11
H 3.0660 4.5167 -0.9533 0.08 -0.36 0.12 0.32
H -2.5105 1.9069 0.4879 0.25 -2.20 -0.25 0.20
H 5.8424 0.5906 1.7406 -2.65 2.78 0.67 0.26
H 3.4841 -3.5328 -1.2018 0.02 -1.87 -2.37 0.47
H 2.2010 -3.0792 1.3848 -0.37 6.15 12.33 0.65
H 0.1336 0.8525 1.5782 -0.83 0.00 -1.68 0.33
H 4.4857 3.4905 -0.3693 -1.80 -0.01 -1.05 0.28
H -2.4145 0.1177 -3.1434 -1.53 1.46 3.15 0.29
H -1.3404 -0.3326 -1.1116 1.54 -4.33 0.39 0.53
```
Positions in Å, forces in eV/Å.

Properties
Charge: +1
Kohn-Sham gap, Ha: 0.3482

=====

[3]
Below is one molecule with the formula C3H3NO2 at a distorted geometry, with properties calculated with ωB97M-V/def2-TZVPD.

The geometry in XYZ format:
```
9
Properties=species:S:1:pos:R:3:forces:R:3:mulliken_charge:R:1
O -0.6426 1.4038 0.0063 0.16 0.20 -0.35 -0.51
O -0.5883 -2.0570 0.1555 -0.21 0.57 0.20 -0.41
N 2.0941 -0.5347 -1.3156 -0.81 0.55 0.22 -0.36
C -0.8933 -0.9060 0.2909 0.23 -0.39 -0.07 0.00
C 0.1278 0.2543 0.2125 0.30 -0.24 0.19 0.39
C 1.1772 -0.1059 -0.7590 0.71 -0.38 -0.64 0.04
H 0.7514 0.3232 1.1186 -0.61 -0.11 0.34 0.19
H -0.0888 2.1798 -0.1442 0.01 -0.16 0.06 0.33
H -1.9376 -0.5576 0.4350 0.22 -0.05 0.06 0.34
```
Positions in Å, forces in eV/Å.

Properties
SMILES string: N#C[C@@H](O)C=O
Kohn-Sham gap, Ha: 0.4059